ORCA calculation (the ωB97M-V functional and the def2-TZVPD basis) on a 26-piece molecular cluster, C8H66NO28S overall in a non-equilibrium geometry.

Geometry as XYZ:
```
104
C8H66NO28S | the Open Molecules 2025 dataset | the ωB97M-V functional and the def2-TZVPD basis
H -1.87 -0.94 -1.64
C -2.92 -1.10 0.22
H 1.54 -6.65 3.58
H 0.60 -1.17 -1.62
H -0.03 9.16 2.11
H -2.42 -0.71 -6.08
O -8.20 -3.50 1.80
H 3.60 2.19 3.10
O 0.20 8.43 1.52
O 2.55 6.52 -1.61
H 3.26 3.76 -1.26
H -0.08 1.79 -0.50
C 0.41 -1.39 -0.56
H 1.38 1.38 -2.70
H 3.38 3.96 -4.21
C -3.31 -3.22 1.49
H -4.75 -6.93 2.24
H -2.69 -0.85 1.25
H 4.91 0.48 1.27
H -3.48 3.16 0.50
H 0.55 0.44 3.46
H -4.07 1.05 2.20
H 2.25 5.64 -1.86
H -5.54 -5.10 2.47
O 1.91 1.32 -3.50
H 1.82 3.84 -0.75
H 2.05 6.96 1.95
H -6.81 -4.88 1.66
H 0.10 -2.40 -0.34
H -1.81 1.41 -6.77
H -1.96 3.17 0.51
H 1.63 -4.85 0.88
H -0.64 4.12 -2.42
H 6.57 -4.21 3.90
H 0.26 -6.40 2.79
H -2.31 0.64 -0.91
H -1.87 2.75 -7.47
O 3.85 -0.98 -1.89
C -2.89 -2.64 0.11
H 1.47 -0.87 1.24
O -1.23 1.50 -3.79
O 4.84 2.86 0.01
H -3.71 -0.43 -6.84
O -1.33 -2.21 3.00
H -1.91 -3.04 -0.19
O -3.99 -7.26 2.72
H 5.30 -3.97 3.10
H -0.68 -0.55 1.06
O 3.18 3.59 -5.08
H 0.38 3.43 1.71
H 2.82 1.30 -3.19
H 4.96 3.10 0.93
H 3.61 -1.79 -2.35
H 5.66 3.11 -0.42
O -1.59 2.34 -6.65
N 0.27 0.86 -0.28
H 1.95 6.50 0.50
H -0.15 8.71 0.66
C -1.93 -0.36 -0.72
H 2.24 -4.30 3.28
H 2.65 -1.27 -0.06
H -3.61 -3.02 -0.61
O -4.85 0.53 1.98
O 2.35 3.78 -1.57
C 1.68 -0.86 0.16
H 2.35 1.28 -0.42
H -3.92 -4.11 1.38
O -2.45 -4.22 3.76
H 4.75 -0.79 -2.20
O 1.81 -4.33 0.08
S -1.95 -3.48 2.62
H 0.17 0.91 2.05
C 1.53 0.60 -0.22
H -3.92 -0.73 0.03
O -5.86 -5.07 1.56
H -0.37 1.10 -3.92
H -8.56 -2.71 2.21
H -0.45 -3.84 1.19
O 2.29 6.23 1.36
H -3.23 -6.90 2.25
H 2.61 -3.84 0.31
H -1.25 2.23 -4.42
O -0.80 -4.38 1.92
H -5.06 0.06 2.79
H 4.86 -0.36 0.01
O -2.78 -0.63 -6.98
O -0.15 0.89 2.96
C -0.57 -0.33 -0.01
O 3.42 1.73 2.27
H 3.62 -4.79 2.92
H 2.31 3.18 -4.98
H 2.37 7.11 -2.35
O 1.20 -6.61 2.68
O -2.73 2.82 0.99
O 6.23 -4.18 3.00
O 0.53 3.91 0.89
H 2.62 1.23 2.45
O 3.16 -4.22 3.54
H 0.80 4.03 -2.90
H -8.60 -3.52 0.92
O 5.26 -0.34 0.89
H -3.92 -2.46 1.97
O -0.11 4.06 -3.22
H 1.25 4.53 1.11
```

Computed properties:
LUMO level in eV: -4.034
Charge: +1

These are the Mulliken partial charges, in e, on atoms 1 to 2: 0.300, -0.774